(1)
The following is a quantum chemistry calculation of the molecule C15H24N2, from the OMol25 dataset.

- Energy relative to the best compared isomer or geometry (same formula, charge and spin): 0.118 eV
- Spin multiplicity: 1
- Orbital gap: 8.31 eV
- Highest occupied orbital energy: -7.40 eV
- SMILES: C[C@H]1CCCCN1Cc1ccc(N(C)C)cc1

Each line ends with the natural charge from an NBO analysis.
Cartesian coordinates (Å):
C  -3.11990  -1.15728  -2.13300  -0.606
C  -1.65989  -1.41839  -2.52004  -0.035
C  -1.36781  -0.98222  -3.95926  -0.413
C  -1.43089  0.53616  -4.13397  -0.407
C  -0.82772  1.25066  -2.91624  -0.410
C  0.03667  0.29882  -2.10020  -0.218
N  -0.78818  -0.75602  -1.55007  -0.466
C  -0.03553  -1.65649  -0.69987  -0.209
C  0.45492  -0.95118  0.53564  -0.080
C  1.76989  -1.04498  0.96249  -0.176
C  2.20399  -0.40184  2.10560  -0.306
C  1.32983  0.37261  2.87755  0.249
N  1.74272  0.98024  4.04720  -0.437
C  0.90014  1.98202  4.65527  -0.402
C  3.14977  1.02429  4.36222  -0.401
C  0.00462  0.47393  2.43096  -0.285
C  -0.41688  -0.17871  1.29208  -0.184
H  -3.33900  -0.09505  -2.16488  0.203
H  -3.79349  -1.67932  -2.80886  0.198
H  -3.29660  -1.51078  -1.12033  0.210
H  -1.49426  -2.50550  -2.47217  0.186
H  -2.07896  -1.46707  -4.63052  0.214
H  -0.37152  -1.33809  -4.23158  0.201
H  -2.46582  0.85078  -4.27334  0.203
H  -0.88579  0.80660  -5.04064  0.206
H  -1.62004  1.61784  -2.26285  0.204
H  -0.23095  2.10797  -3.23072  0.210
H  0.48480  0.83487  -1.25824  0.214
H  0.86537  -0.09074  -2.72118  0.154
H  -0.70681  -2.46709  -0.39580  0.203
H  0.82344  -2.10954  -1.23217  0.163
H  2.47739  -1.63135  0.39170  0.206
H  3.23883  -0.50843  2.38667  0.211
H  -0.04340  1.53750  4.97836  0.198
H  0.68057  2.81311  3.97343  0.183
H  1.39603  2.38344  5.53629  0.204
H  3.54636  0.01141  4.45286  0.199
H  3.73403  1.56356  3.60534  0.181
H  3.28835  1.52057  5.32049  0.204
H  -0.71307  1.06446  2.97641  0.209
H  -1.44122  -0.08077  0.96538  0.220

=====

(2)
The following is a quantum chemistry calculation of C41H36BiCl2N12O6SSe as an isolated structure at a distorted geometry, from the OMol25 dataset.

- Energy relative to the best compared isomer or geometry (same formula, charge and spin): 1.723 eV
- Spin multiplicity: 2
- Orbital gap (spin up / spin down): 2.46 / 4.67 eV
- Highest occupied orbital energy (spin up / spin down): -0.06 / -2.27 eV
- Total charge: -2

Each line ends with the Löwdin spin population.
Cartesian coordinates (Å):
Bi  0.50058  -0.22892  1.06171  0.008
N  -2.38416  1.80213  3.85452  0.029
C  -1.28380  1.52273  3.10419  0.059
S  -0.38434  0.09642  3.50923  0.020
N  -0.90317  2.40540  2.22959  0.006
N  0.20646  2.07020  1.56561  0.224
C  1.05969  2.93964  1.09522  0.118
C  0.86625  4.39298  1.15219  0.014
C  1.82991  5.18345  1.78078  0.013
C  1.67791  6.55365  1.84217  0.000
C  0.56688  7.15234  1.26843  0.011
C  -0.39546  6.37277  0.64563  0.001
C  -0.25528  4.99876  0.59197  0.010
C  2.30892  2.41387  0.63234  0.117
C  3.26007  3.17553  -0.07806  0.034
C  4.47433  2.61026  -0.38465  0.066
C  4.74604  1.30480  0.03863  0.101
C  3.73199  0.59953  0.65882  0.015
N  2.55281  1.12035  0.92611  0.122
H  -2.74723  1.02367  4.37669  0.002
H  -3.05485  2.42975  3.44139  0.002
H  2.68384  4.70300  2.23869  0.002
H  2.42832  7.15925  2.33311  0.000
H  0.46005  8.22816  1.29896  0.001
H  -1.25350  6.84870  0.19058  0.000
H  -0.99206  4.37913  0.10277  0.000
H  3.01775  4.18052  -0.39485  0.001
H  5.21752  3.16544  -0.94200  0.003
H  5.70604  0.84776  -0.14309  0.008
H  3.85812  -0.42491  0.97251  -0.001
Cl  0.83445  3.60258  -2.80043  0.001
C  1.70760  2.11048  -2.90355  0.001
C  2.64656  1.95878  -3.90399  0.000
C  3.37332  0.79208  -3.98168  -0.001
Cl  4.54416  0.63232  -5.27142  0.000
C  3.20554  -0.24053  -3.04791  0.000
C  3.96133  -1.43275  -3.02927  0.001
C  3.73345  -2.36938  -2.05832  0.001
C  2.74690  -2.10991  -1.09786  -0.001
N  2.05075  -1.00713  -1.08840  0.000
C  2.22932  -0.07218  -2.01929  0.000
C  1.40281  1.12533  -1.92912  0.000
O  0.51716  1.30048  -1.06099  0.009
H  2.80700  2.75236  -4.61916  0.000
H  4.72557  -1.58600  -3.77930  0.000
H  4.31289  -3.27877  -2.01567  0.000
H  2.53472  -2.81836  -0.30999  0.000
C  -2.76999  2.08998  -1.89061  0.000
N  -2.91687  1.02892  -0.91932  0.000
C  -3.56029  1.55508  0.26726  0.000
N  -4.88429  2.11723  -0.04176  0.000
C  -4.70599  3.15461  -1.04949  0.000
N  -4.07387  2.66239  -2.26939  0.000
C  -4.90045  1.58102  -2.79994  0.000
N  -5.08079  0.49873  -1.84571  0.000
C  -3.75091  -0.00774  -1.48854  0.000
C  -5.68305  1.04826  -0.63572  0.000
H  -2.28811  1.68922  -2.78750  0.000
H  -2.14518  2.88086  -1.46696  0.000
H  -2.92546  2.33283  0.70474  0.000
H  -3.68686  0.74911  0.99284  0.000
H  -4.08579  3.95437  -0.63205  0.000
H  -5.69137  3.56406  -1.30552  0.000
H  -4.42021  1.18558  -3.70240  0.000
H  -5.88687  1.98445  -3.06628  0.000
H  -3.27053  -0.40231  -2.38744  0.000
H  -3.87510  -0.81545  -0.77128  0.000
H  -5.78833  0.24419  0.09754  0.000
H  -6.67207  1.45297  -0.88746  0.000
O  -0.44520  -1.36333  -1.90444  0.000
N  -0.89336  -2.18134  -2.73053  0.000
C  -1.80686  -3.11733  -2.37071  0.000
C  -2.32753  -3.99963  -3.28376  0.000
C  -1.91491  -3.96221  -4.60971  0.000
C  -0.96703  -3.01456  -4.96595  0.000
C  -0.47762  -2.14521  -4.02273  0.000
H  -2.08676  -3.10359  -1.32876  0.000
H  -3.06184  -4.71695  -2.95278  0.000
H  -2.31570  -4.64599  -5.34084  0.000
H  -0.60241  -2.94266  -5.97968  0.000
H  0.25736  -1.38548  -4.24345  0.000
O  0.72588  -2.82837  1.68342  0.001
C  1.79802  -2.52496  2.22066  0.000
O  2.23115  -1.32703  2.26682  0.001
C  2.66246  -3.57695  2.81835  0.000
C  2.20035  -4.89435  2.85656  0.000
C  2.97314  -5.89325  3.39274  0.000
C  4.24586  -5.58797  3.89958  0.000
C  4.71336  -4.26520  3.86661  0.000
C  3.92393  -3.27378  3.33686  0.000
N  5.04226  -6.60259  4.43889  0.000
O  4.60181  -7.76991  4.45314  0.000
O  6.16933  -6.31642  4.89127  0.000
H  1.21759  -5.09565  2.45919  0.000
H  2.63081  -6.91633  3.43730  0.000
H  5.69581  -4.05506  4.26257  0.000
H  4.25488  -2.24636  3.31326  0.000
Se  -4.12217  -2.83683  0.98136  0.000
C  -2.74384  -1.77284  1.13745  0.000
N  -1.88001  -1.00578  1.21457  0.000

=====

(3)
The following is a quantum chemistry calculation of C6H16N2 as an isolated structure at a distorted geometry, from the OMol25 dataset.

- Energy relative to the best compared isomer or geometry (same formula, charge and spin): 3.660 eV
- Spin multiplicity: 1
- Orbital gap: 8.00 eV
- Highest occupied orbital energy: -7.19 eV

Each line ends with the natural charge from an NBO analysis.
Cartesian coordinates (Å):
C  -0.54545  0.06403  -0.26892  0.047
C  1.33639  -0.26315  0.67264  0.002
C  -0.89339  -1.05543  0.53550  -0.196
C  -1.08335  1.41797  0.11694  -0.645
C  -0.37679  -0.14505  -1.74257  -0.674
C  1.89860  1.10233  0.98445  -0.650
N  -2.73491  -1.19816  0.17829  -0.983
N  2.13019  -0.96294  -0.27857  -0.868
H  1.25477  -0.83762  1.60212  0.173
H  -3.24184  -0.37452  0.49952  0.334
H  -2.91641  -1.27864  -0.82138  0.333
H  2.10131  -1.97017  -0.22068  0.376
H  3.05958  -0.59193  -0.42654  0.373
H  -0.60060  -2.03580  0.18231  0.213
H  -0.97550  -0.91428  1.60732  0.211
H  -0.63654  0.72542  -2.34355  0.214
H  0.67141  -0.35313  -1.98261  0.247
H  -0.41443  2.20315  -0.24345  0.212
H  -2.03955  1.60296  -0.37362  0.222
H  -1.20717  1.51748  1.19394  0.210
H  -0.94830  -0.99858  -2.10565  0.216
H  1.30641  1.60724  1.74587  0.220
H  2.90799  1.02704  1.40764  0.205
H  1.94757  1.71179  0.08099  0.208